a.
Molecular formula: C5H12IN2
Method: DFT, ωB97M-V/def2-TZVPD

Each line ends with the natural charge from an NBO analysis.
Cartesian coordinates (Å):
C  0.40937  -0.20185  -0.47011  0.287
C  0.56227  1.09550  0.13064  -0.265
C  1.17040  -0.33664  -1.82424  -0.637
C  0.38824  -2.69270  -0.57693  -0.402
C  -1.54314  2.14027  1.22418  -0.335
N  -0.23092  -1.45098  -0.07276  -0.630
N  -0.21954  1.41088  1.37482  -0.542
I  -2.64737  2.46246  3.12314  0.158
H  -1.07494  -1.58500  0.54381  0.417
H  1.00722  2.00583  -0.44437  0.262
H  1.81754  0.58474  -1.76066  0.228
H  0.60249  -0.35312  -2.72301  0.251
H  1.77492  -1.21715  -1.73889  0.225
H  0.37331  -3.39249  0.19775  0.216
H  -0.09956  -3.23732  -1.36637  0.210
H  1.36653  -2.51164  -0.91581  0.204
H  -1.30637  3.17581  0.85536  0.245
H  -2.26153  1.76242  0.63191  0.228
H  0.43383  1.82757  1.99876  0.445
H  -0.52274  0.51342  1.81280  0.435

Properties
Frontier orbital gap in eV: 8.9
HOMO in eV: -12.66
Net charge: +1



b.
Molecular formula: C5H12IN2
Method: DFT, ωB97M-V/def2-TZVPD

Each line ends with the natural charge from an NBO analysis.
Cartesian coordinates (Å):
C  0.41713  -0.68381  -0.02009  -0.042
C  -0.24258  0.45610  0.72164  0.260
C  0.62856  -0.93351  -1.41416  -0.689
C  2.26212  1.28269  0.63766  -0.420
C  -3.37155  -0.06118  0.87721  -0.277
N  0.97493  0.59983  0.52830  -0.190
N  -2.88139  1.30262  0.80426  -0.846
I  -5.45269  -0.23808  -0.11627  0.026
H  0.56757  -1.54070  0.62471  0.219
H  -1.13244  0.94582  0.97119  0.276
H  1.65918  -1.20173  -1.46911  0.246
H  0.25731  -0.25417  -2.18730  0.251
H  0.26118  -1.87100  -1.74277  0.266
H  2.42754  1.62749  1.68041  0.258
H  2.97826  0.49213  0.36362  0.244
H  2.27014  2.09486  0.01315  0.246
H  -2.69228  -0.62964  0.30067  0.183
H  -3.33921  -0.28281  1.94636  0.218
H  -2.93264  1.61953  -0.15444  0.381
H  -3.25968  1.91490  1.44741  0.389

Properties
Frontier orbital gap in eV: 7.9
HOMO in eV: -12.21
Net charge: +1



Which of them is most stable? Easy: a.



a.
Molecular formula: C6H11ClSi
Method: DFT, ωB97M-V/def2-TZVPD

Each line ends with the natural charge from an NBO analysis.
Cartesian coordinates (Å):
C  0.36556  -1.40602  -0.31956  -0.303
C  -1.44541  -0.44935  -1.29083  -0.287
C  -0.61127  -1.70425  -1.46316  -0.577
C  0.53561  1.56572  0.30672  -1.088
C  1.81062  -1.43536  -0.67452  -0.681
C  -1.79804  0.07611  1.71584  -1.164
Si  -0.55043  0.03169  0.36818  1.563
Cl  -3.21907  -0.80999  -1.18281  -0.089
H  -0.05668  -1.76350  -2.43771  0.226
H  -1.19052  -2.59163  -1.27719  0.245
H  1.16508  1.29775  -0.55636  0.231
H  0.05668  2.54272  0.07710  0.254
H  1.02413  1.57043  1.19217  0.226
H  2.02817  -0.61988  -1.30308  0.216
H  2.54319  -1.31241  0.19664  0.224
H  2.09445  -2.31650  -1.35391  0.219
H  -1.60246  -0.68305  2.51401  0.255
H  -1.82918  0.98626  2.33150  0.258
H  -2.73678  -0.23157  1.17049  0.273

Properties
Frontier orbital gap (spin up / spin down) in eV: 7.7 / 8.0
HOMO (spin up / spin down) in eV: -8.10 / -8.28
Net charge: 0



b.
Molecular formula: C6H11ClSi
Method: DFT, ωB97M-V/def2-TZVPD

Each line ends with the natural charge from an NBO analysis.
Cartesian coordinates (Å):
C  -2.51822  -1.30384  2.54739  -0.183
C  -1.73061  -1.05014  1.64095  -0.489
C  1.45193  0.92726  1.35766  -0.607
C  -2.21408  0.20412  -1.44371  -0.599
C  1.41949  -0.63076  1.09770  -0.849
C  -0.67649  -0.24286  -1.26848  -0.876
Si  -0.25409  -1.23227  0.34214  1.537
Cl  0.05794  -3.26381  0.17379  -0.373
H  -3.16338  -1.48718  3.35200  0.227
H  2.11794  1.09431  2.16602  0.212
H  1.55355  1.54146  0.46888  0.206
H  0.47653  1.14440  1.85641  0.206
H  -2.80385  -0.62515  -1.84943  0.211
H  -2.66790  0.62324  -0.55991  0.221
H  -2.22804  0.92746  -2.23887  0.207
H  1.65513  -0.89850  2.10095  0.243
H  2.15132  -1.04752  0.49259  0.224
H  -0.12766  0.68028  -1.19409  0.231
H  -0.18865  -0.72552  -2.23500  0.250

Properties
Frontier orbital gap in eV: 11.0
HOMO in eV: -10.08
Net charge: 0



Which of them is most stable? Easy: b.



a.
Molecular formula: C7H5ClO2
Method: DFT, ωB97M-V/def2-TZVPD

Each line ends with the natural charge from an NBO analysis.
Cartesian coordinates (Å):
C  -0.86761  -0.62159  -0.23814  -0.155
C  -1.18871  0.19123  -1.44812  0.758
C  1.05848  0.53813  0.71142  0.048
C  -1.76379  -1.22388  0.52955  -0.245
C  1.33322  1.47834  1.55022  -0.412
C  1.04700  0.17008  -1.30363  0.111
C  0.62834  -0.59038  -0.07577  -0.172
O  -2.26743  0.43857  -1.90726  -0.524
O  -0.02905  0.65319  -1.98473  -0.462
Cl  1.35812  -2.21090  0.27913  -0.065
H  -1.47274  -1.80674  1.38734  0.217
H  -2.81258  -1.14158  0.29933  0.227
H  1.31073  1.28317  2.61923  0.217
H  1.63967  2.47537  1.25902  0.222
H  2.02636  0.36698  -1.67758  0.235

Properties
Frontier orbital gap in eV: 7.9
HOMO in eV: -8.27
Net charge: 0



b.
Molecular formula: C7H5ClO2
Method: DFT, ωB97M-V/def2-TZVPD

Each line ends with the natural charge from an NBO analysis.
Cartesian coordinates (Å):
C  0.57183  1.90869  0.62213  -0.182
C  0.90865  0.87070  1.48368  -0.204
C  -0.18289  1.70903  -0.55405  -0.213
C  0.68569  -0.38886  0.99010  -0.176
C  -0.57969  0.47245  -1.01965  -0.152
C  -0.10533  -0.57528  -0.20574  -0.125
C  -0.42189  -1.93423  -0.67869  0.450
O  -1.19201  -2.03233  -1.80543  -0.266
O  -1.97302  -2.27717  -0.60044  -0.273
Cl  0.53060  -3.31568  -0.14759  0.026
H  0.88796  2.90872  1.02486  0.221
H  1.40390  0.99650  2.35404  0.212
H  -0.47154  2.43599  -1.30656  0.221
H  1.09653  -1.13292  1.66025  0.233
H  -1.15878  0.35439  -1.81691  0.229

Properties
Frontier orbital gap in eV: 9.7
HOMO in eV: -9.61
Net charge: 0



Which of them is most stable? Easy: a.